DFT (ωB97M-V/def2-TZVPD) results for C31H31BBaF5N12S as an isolated structure.

Values from the calculation:
HOMO (spin up / spin down): -0.2989 / -0.2983 hartree
Energy relative to the best compared isomer or geometry (same formula, charge and spin): 0.0 kJ/mol
DFT total energy: -2805.01473 Eh
Multiplicity: 2
Orbital gap (spin up / spin down): 0.2848 / 0.2059 hartree

Positions of all 82 atoms, in Å:
Ba: 0.38 0.96 -0.43
N: -1.37 4.89 -2.29
C: -1.62 3.98 -1.35
S: -1.00 4.05 0.19
N: -2.56 3.04 -1.80
N: -2.46 1.87 -1.25
C: -3.06 0.84 -1.80
C: -3.67 0.80 -3.14
C: -3.44 -0.32 -3.93
C: -3.97 -0.41 -5.20
C: -4.77 0.62 -5.69
C: -5.02 1.73 -4.91
C: -4.47 1.84 -3.64
C: -3.06 -0.40 -0.98
C: -4.22 -1.15 -0.88
C: -4.22 -2.26 -0.05
C: -3.06 -2.59 0.63
C: -1.94 -1.80 0.45
N: -1.93 -0.72 -0.34
H: -0.63 5.55 -2.11
H: -1.62 4.69 -3.24
H: -2.82 -1.13 -3.55
H: -3.76 -1.28 -5.82
H: -5.19 0.55 -6.69
H: -5.64 2.53 -5.29
H: -4.65 2.72 -3.04
H: -5.10 -0.86 -1.43
H: -5.12 -2.85 0.07
H: -3.01 -3.44 1.30
H: -1.00 -2.03 0.94
C: -2.42 1.24 2.51
C: -1.29 0.33 2.89
C: -1.25 -0.62 3.91
C: -0.02 -1.22 3.79
N: 0.63 -0.65 2.75
N: -0.16 0.32 2.19
B: 2.08 -0.86 2.25
N: 2.11 -1.72 0.93
C: 2.61 -2.97 0.86
C: 2.44 -3.44 -0.43
C: 1.81 -2.39 -1.10
C: 1.35 -2.32 -2.53
N: 1.61 -1.36 -0.28
N: 2.74 0.53 2.10
C: 3.36 1.21 3.09
C: 3.69 2.46 2.62
C: 3.21 2.48 1.30
C: 3.23 3.59 0.30
N: 2.62 1.32 1.00
N: 2.97 -1.64 3.25
C: 4.32 -1.66 3.22
C: 4.75 -2.70 4.00
C: 3.57 -3.31 4.46
C: 3.42 -4.50 5.35
N: 2.50 -2.67 4.00
H: -3.04 1.45 3.38
H: -2.05 2.18 2.10
H: -3.05 0.78 1.75
H: -2.01 -0.83 4.65
H: 0.46 -2.00 4.36
H: 3.05 -3.46 1.71
H: 2.74 -4.39 -0.82
H: 1.98 -2.94 -3.16
H: 0.32 -2.66 -2.63
H: 1.40 -1.29 -2.90
H: 3.53 0.76 4.05
H: 4.20 3.25 3.15
H: 4.01 4.31 0.55
H: 3.42 3.21 -0.70
H: 2.28 4.12 0.28
H: 4.88 -0.94 2.65
H: 5.77 -2.98 4.21
H: 4.37 -4.76 5.81
H: 2.70 -4.31 6.14
H: 3.07 -5.37 4.79
F: -0.05 1.05 -3.04
C: 0.76 2.24 -2.81
F: 2.02 1.63 -2.60
C: 0.85 2.85 -4.19
F: 1.35 2.06 -5.16
F: 1.61 3.96 -4.15
F: -0.39 3.23 -4.61